w:
Molecular formula: C2HFN2O2
Method: DFT, the ωB97M-V functional and the def2-TZVPD basis

```
8
Properties=species:S:1:pos:R:3:lowdin_charge:R:1
O 1.65 -3.25 -0.82 0.145
C 1.71 -2.08 -0.59 -0.278
C 2.18 -0.76 -0.33 -0.276
O 2.83 0.27 -0.32 0.115
N 0.83 -1.05 -0.30 0.086
N -0.41 -0.56 -0.45 0.059
F -1.41 -1.28 0.28 -0.062
H -0.56 0.47 -0.09 0.210
```

The SMILES is O=c1c(=O)n1NF. The frontier orbital gap comes out at 0.37583 hartree.

***

x:
Molecular formula: C2HFN2O2
Method: DFT, the ωB97M-V functional and the def2-TZVPD basis

```
8
Properties=species:S:1:pos:R:3:lowdin_charge:R:1
C -0.72 1.01 0.56 -0.255
C 0.75 1.03 0.78 -0.314
N 0.18 0.03 0.00 0.060
N 0.36 -1.25 -0.32 0.051
O -1.83 1.28 0.38 0.200
O 1.79 1.40 1.13 0.193
F -0.87 -1.89 -0.23 -0.089
H 0.32 -1.61 -2.31 0.153
```

The frontier orbital gap (alpha / beta) comes out at 0.31094 / 0.34556 hartree.

***

Stability check: which of them is most stable? w.

***

w:
Molecular formula: C6H25NO5
Method: DFT, the ωB97M-V functional and the def2-TZVPD basis

```
37
Properties=species:S:1:pos:R:3:lowdin_charge:R:1
C -0.64 2.50 0.22 -0.074
C -1.66 1.37 0.29 -0.259
N -1.21 0.15 0.97 -0.074
C -0.88 -1.01 0.11 -0.168
C 0.58 -1.47 0.39 -0.409
C 1.69 -0.49 0.02 -0.068
C 0.76 -2.81 -0.32 -0.066
H 0.08 2.42 -0.58 0.038
H -0.05 2.42 1.14 0.062
H -1.11 3.48 0.30 0.073
H -2.58 1.78 0.70 0.109
H -1.95 1.07 -0.73 0.101
H -1.99 -0.11 1.56 0.097
H -1.53 -1.88 0.13 0.122
H -0.85 -0.59 -0.90 0.091
H 0.67 -1.59 1.47 0.126
H 2.63 -0.82 0.49 0.085
H 1.85 -0.42 -1.05 0.065
H 1.53 0.45 0.54 0.061
H 0.02 -3.57 -0.04 0.083
H 1.76 -3.17 -0.11 0.083
H 0.69 -2.64 -1.40 0.037
O -2.38 -0.17 4.36 -0.072
H -1.41 -0.14 4.43 0.002
H -2.63 0.60 3.85 0.018
O -0.22 -1.86 -3.34 -0.053
H 0.55 -2.03 -2.77 0.022
H -0.18 -2.52 -4.04 0.063
O 2.68 1.99 -1.65 -0.055
H 1.76 2.28 -1.69 -0.009
H 3.14 2.10 -2.48 0.037
O 0.25 0.81 -2.90 -0.066
H -0.28 0.01 -3.02 -0.002
H -0.13 1.55 -3.38 0.046
O 0.25 0.55 3.49 -0.080
H -0.06 0.49 2.56 -0.006
H 0.87 1.29 3.40 0.044
```

The SMILES is CCNCC(C)C.O.O.O.O.O. The frontier orbital gap comes out at 0.35865 hartree.

***

x:
Molecular formula: C6H25NO5
Method: DFT, the ωB97M-V functional and the def2-TZVPD basis

```
37
Properties=species:S:1:pos:R:3:lowdin_charge:R:1
C -2.20 0.78 -2.81 -0.099
C -1.15 0.77 -1.70 -0.244
C 0.22 0.20 -2.04 -0.248
N 1.01 -0.04 -0.87 -0.048
C 1.72 1.04 -0.12 -0.420
C 2.87 0.46 0.68 -0.088
C 2.24 2.13 -1.03 -0.063
H -3.18 0.82 -2.33 0.064
H -2.21 1.66 -3.45 0.069
H -2.23 -0.07 -3.49 0.075
H -1.21 1.70 -1.14 0.119
H -1.58 0.08 -0.97 0.053
H 0.71 0.90 -2.73 0.098
H 0.07 -0.69 -2.65 0.123
H 1.56 -0.88 -0.83 0.101
H 0.98 1.30 0.64 0.127
H 2.69 -0.47 1.24 0.071
H 3.78 0.23 0.13 0.081
H 3.18 1.09 1.52 0.077
H 1.52 2.37 -1.81 0.061
H 2.24 3.12 -0.57 0.085
H 3.20 2.03 -1.50 0.082
O -4.01 0.05 0.61 -0.044
H -3.39 0.09 -0.11 -0.014
H -3.67 -0.62 1.18 0.002
O -0.37 -1.18 2.04 -0.077
H 0.32 -1.37 1.40 0.013
H 0.19 -0.92 2.79 0.024
O -1.96 -1.90 -0.08 -0.051
H -1.82 -2.85 0.01 0.053
H -1.05 -1.60 -0.21 0.010
O 0.60 0.83 3.43 -0.039
H 1.56 0.95 3.37 0.044
H 0.38 0.84 4.36 0.058
O -0.46 -3.97 2.42 -0.065
H 0.44 -3.66 2.51 0.016
H -0.98 -3.21 2.11 -0.006
```

The SMILES is CCCNC(C)C.O.O.O.O.O. The frontier orbital gap comes out at 0.33141 hartree.

***

Stability check: which of them is most stable? w.

***

w:
Molecular formula: C39H45Br2IrN2O
Method: DFT, the ωB97M-V functional and the def2-TZVPD basis

```
90
Properties=species:S:1:pos:R:3:lowdin_spin:R:1
Ir -0.11 0.13 -0.09 0.032
C -0.17 0.79 1.90 0.000
C -1.48 0.36 1.55 -0.002
C -1.95 1.25 0.47 -0.004
C -0.86 2.16 0.26 -0.001
C 0.22 1.94 1.16 0.003
C 1.40 2.84 1.55 0.000
C 2.74 2.15 1.37 0.001
C 1.39 4.20 0.84 0.000
C 1.18 3.13 3.05 0.000
C -3.23 1.33 -0.41 0.000
C -3.10 2.55 -1.34 0.000
C -4.49 1.55 0.44 0.000
C -3.49 0.13 -1.32 0.000
C -2.24 -0.53 2.53 0.000
C -2.97 -1.69 1.85 0.000
C -1.29 -1.13 3.59 0.000
C -3.22 0.36 3.30 0.000
H 0.33 0.38 2.75 0.000
H -0.88 2.96 -0.46 0.000
H 2.92 1.90 0.32 0.000
H 2.80 1.22 1.95 0.000
H 3.54 2.80 1.71 0.000
H 1.59 4.15 -0.22 0.000
H 2.17 4.82 1.28 0.000
H 0.44 4.72 0.99 0.000
H 1.26 2.22 3.65 0.000
H 0.20 3.57 3.23 0.000
H 1.93 3.83 3.41 0.000
H -2.94 3.48 -0.79 0.000
H -4.02 2.66 -1.91 0.000
H -2.28 2.42 -2.06 0.000
H -4.38 2.38 1.14 0.000
H -4.76 0.66 1.01 0.000
H -5.32 1.78 -0.22 0.000
H -2.73 0.07 -2.09 0.000
H -4.45 0.26 -1.80 0.000
H -3.50 -0.81 -0.78 0.000
H -2.27 -2.34 1.32 0.000
H -3.71 -1.34 1.13 0.000
H -3.50 -2.28 2.59 0.000
H -0.45 -1.67 3.16 0.000
H -1.86 -1.83 4.20 0.000
H -0.91 -0.36 4.26 0.000
H -4.09 0.65 2.72 0.000
H -2.72 1.27 3.65 0.000
H -3.57 -0.17 4.18 0.000
C 1.03 2.63 -2.56 0.000
C 0.53 1.38 -3.19 0.000
C 0.58 1.24 -4.59 0.000
C 0.30 0.05 -5.18 0.000
C -0.07 -1.05 -4.37 0.000
C -0.36 -2.34 -4.88 0.000
Br -0.22 -2.69 -6.73 0.000
C -0.76 -3.34 -4.04 0.000
C -0.90 -3.11 -2.67 0.000
Br -1.52 -4.51 -1.57 0.000
C -0.66 -1.86 -2.11 0.000
O -0.89 -1.62 -0.86 0.008
C -0.17 -0.83 -2.98 0.001
N 0.15 0.39 -2.40 0.002
H 0.45 3.50 -2.88 0.000
H 2.07 2.82 -2.85 0.000
H 0.98 2.53 -1.49 0.000
H 0.87 2.10 -5.18 0.000
H 0.36 -0.08 -6.25 0.000
H -0.98 -4.33 -4.43 0.000
C 1.33 -3.76 3.48 0.015
C 0.52 -3.93 2.37 0.001
C 0.60 -3.05 1.29 0.022
C 1.53 -2.01 1.34 0.035
C 2.36 -1.84 2.45 0.024
C 2.25 -2.71 3.52 -0.001
N 1.63 -1.11 0.25 0.456
C 2.76 -1.24 -0.53 0.037
C 3.61 -2.37 -0.42 0.116
C 4.72 -2.49 -1.23 -0.009
C 5.01 -1.51 -2.17 0.148
C 4.19 -0.39 -2.29 -0.007
C 3.08 -0.26 -1.49 0.111
H 1.25 -4.44 4.31 0.001
H -0.18 -4.75 2.33 0.000
H -0.03 -3.16 0.42 0.000
H 3.08 -1.03 2.46 0.000
H 2.88 -2.58 4.39 0.000
H 3.38 -3.16 0.28 0.005
H 5.34 -3.37 -1.14 -0.003
H 5.88 -1.61 -2.81 0.008
H 4.41 0.38 -3.01 -0.003
H 2.46 0.62 -1.57 0.004
```

Its spin multiplicity is 2. The frontier orbital gap (alpha / beta) comes out at 0.27516 / 0.19495 hartree. Its net charge is +1. The expectation value of S² is 0.79.

***

x:
Molecular formula: C39H45Br2IrN2O
Method: DFT, the ωB97M-V functional and the def2-TZVPD basis

```
90
Properties=species:S:1:pos:R:3:lowdin_spin:R:1
Ir -0.04 0.46 -0.09 0.044
C 0.19 2.01 1.41 -0.001
C 0.91 0.87 1.92 0.003
C 2.00 0.64 0.97 -0.001
C 1.80 1.56 -0.10 -0.001
C 0.72 2.47 0.18 -0.003
C 0.34 3.75 -0.56 0.000
C 0.09 4.84 0.49 0.000
C -0.90 3.60 -1.43 0.000
C 1.53 4.17 -1.44 0.000
C 3.28 -0.21 1.04 0.000
C 4.17 0.10 -0.17 0.000
C 4.07 0.25 2.28 0.000
C 3.10 -1.73 1.09 0.002
C 0.68 0.46 3.38 0.001
C -0.79 0.64 3.78 0.000
C 1.50 1.41 4.28 0.000
C 1.02 -1.00 3.69 0.000
H -0.57 2.54 1.96 0.000
H 2.40 1.60 -0.99 0.000
H -0.82 4.64 1.06 0.000
H -0.05 5.80 -0.01 0.000
H 0.92 4.94 1.19 0.000
H -1.77 3.31 -0.84 0.000
H -0.75 2.85 -2.21 0.000
H -1.12 4.55 -1.91 0.000
H 2.45 4.25 -0.86 0.000
H 1.32 5.14 -1.89 0.000
H 1.68 3.45 -2.25 0.000
H 4.42 1.16 -0.24 0.000
H 3.72 -0.22 -1.11 0.000
H 5.11 -0.45 -0.06 0.000
H 4.18 1.33 2.32 0.000
H 5.07 -0.18 2.22 0.000
H 3.63 -0.10 3.21 0.000
H 2.76 -2.12 0.14 0.001
H 2.42 -2.06 1.87 0.000
H 4.08 -2.17 1.29 0.000
H -1.11 1.68 3.77 0.000
H -0.92 0.27 4.79 0.000
H -1.43 0.05 3.12 0.000
H 1.20 2.45 4.11 0.000
H 2.57 1.34 4.13 0.000
H 1.29 1.17 5.33 0.000
H 0.45 -1.68 3.05 0.000
H 0.75 -1.22 4.73 0.000
H 2.07 -1.23 3.58 0.000
C -3.18 0.94 1.52 0.000
C -3.23 0.58 0.08 0.001
C -4.51 0.34 -0.48 0.000
C -4.66 0.05 -1.80 0.000
C -3.51 0.04 -2.63 0.000
C -3.54 -0.19 -4.02 0.000
Br -5.18 -0.55 -4.90 0.000
C -2.39 -0.15 -4.76 0.000
C -1.16 0.11 -4.13 0.001
Br 0.41 0.20 -5.16 0.001
C -1.07 0.31 -2.77 0.002
O 0.06 0.56 -2.15 0.013
C -2.27 0.28 -2.01 0.000
N -2.13 0.52 -0.66 0.001
H -4.04 1.55 1.78 0.000
H -2.27 1.47 1.76 0.000
H -3.23 0.04 2.14 0.000
H -5.36 0.38 0.18 0.000
H -5.63 -0.15 -2.22 0.000
H -2.41 -0.31 -5.82 0.000
C -3.79 -3.60 -0.09 0.075
C -3.10 -3.73 -1.28 -0.008
C -1.87 -3.11 -1.45 0.070
C -1.34 -2.31 -0.43 0.027
C -2.06 -2.17 0.77 0.061
C -3.27 -2.82 0.94 -0.004
N -0.13 -1.64 -0.59 0.438
C 0.86 -2.38 -1.23 0.034
C 1.76 -1.80 -2.14 0.077
C 2.73 -2.59 -2.73 -0.005
C 2.85 -3.93 -2.41 0.093
C 1.98 -4.51 -1.49 -0.008
C 0.99 -3.75 -0.91 0.082
H -4.74 -4.10 0.04 0.004
H -3.51 -4.32 -2.09 -0.001
H -1.34 -3.19 -2.39 0.001
H -1.62 -1.57 1.56 0.001
H -3.80 -2.73 1.88 -0.001
H 1.66 -0.76 -2.40 0.002
H 3.40 -2.14 -3.46 -0.002
H 3.62 -4.53 -2.88 0.005
H 2.09 -5.55 -1.22 -0.002
H 0.33 -4.19 -0.17 0.001
```

Its spin multiplicity is 2. The frontier orbital gap (alpha / beta) comes out at 0.27364 / 0.20218 hartree. Its net charge is +1. The expectation value of S² is 0.78.

***

Stability check: which of them is most stable? x.